C16H47CuO15 | ωB97M-V with the def2-TZVPD basis set

CARTESIAN COORDINATES (ANGSTROEM)
1 Cu 1.3775 0.6280 3.2596
2 C -0.3120 0.5501 0.0962
3 C 1.1131 -0.0097 0.0703
4 O 1.6986 -0.2984 1.2627
5 H -0.7253 0.5100 -0.9100
6 H -0.2310 1.6051 0.3630
7 H -0.9064 -0.0207 0.8038
8 H 1.7699 0.6965 -0.4739
9 H 1.1511 -0.9149 -0.5629
10 C 1.7998 -2.6861 -4.0753
11 C 1.4314 -3.4916 -2.8757
12 O 0.2841 -4.2950 -3.1096
13 O 0.8421 -1.6452 -4.2735
14 H 1.9773 -3.2007 -5.0179
15 H 2.7446 -2.2127 -3.7843
16 H 1.2246 -2.8558 -2.0094
17 H 2.2330 -4.1675 -2.5561
18 H -0.0065 -4.6793 -2.2779
19 H -0.0260 -2.0110 -4.0684
20 C -3.4421 -0.9098 -1.4141
21 C -2.7419 -1.4684 -2.6420
22 O -3.1643 -0.7406 -3.7909
23 O -4.8481 -1.0408 -1.5536
24 H -3.0721 0.1210 -1.2539
25 H -3.2434 -1.4268 -0.4690
26 H -3.0194 -2.5048 -2.7962
27 H -1.6610 -1.3306 -2.5148
28 H -3.0733 0.2026 -3.6007
29 H -5.1375 -0.5509 -2.3352
30 C -4.0004 1.0604 1.7736
31 C -4.6300 2.3603 1.3338
32 O -5.5187 2.7735 2.3553
33 O -3.4844 1.2820 3.1063
34 H -3.1989 0.7516 1.1083
35 H -4.7375 0.2554 1.7894
36 H -5.2446 2.1154 0.4458
37 H -3.8996 3.0890 0.9662
38 H -6.0362 3.5370 2.0929
39 H -4.2512 1.6598 3.5685
40 C 3.4324 -3.6501 0.2992
41 C 3.9808 -2.5748 -0.6231
42 O 4.4655 -1.4739 0.1481
43 O 2.0525 -3.5187 0.6080
44 H 4.1036 -3.7028 1.1646
45 H 3.5655 -4.6302 -0.1716
46 H 3.2860 -2.2509 -1.4001
47 H 4.8718 -2.9440 -1.1311
48 H 3.7289 -1.0374 0.5991
49 H 1.8841 -2.6117 0.8920
50 C -1.1685 -0.7920 4.1034
51 C -0.1936 -1.8673 3.7102
52 O 1.1713 -1.5032 4.0459
53 O -0.9156 0.4528 3.4171
54 H -1.0662 -0.5789 5.1764
55 H -2.1852 -1.1455 3.9190
56 H -0.2944 -2.1072 2.6443
57 H -0.4989 -2.7474 4.2850
58 H 1.6150 -2.3604 3.9649
59 H -1.7899 0.8804 3.2719
60 C 2.4326 0.8791 -3.3748
61 C 2.5559 2.3016 -2.8642
62 O 3.2371 3.1318 -3.8030
63 O 2.1029 0.9029 -4.7350
64 H 1.6367 0.3797 -2.8008
65 H 3.3383 0.3303 -3.0806
66 H 3.0353 2.2768 -1.8789
67 H 1.5812 2.7936 -2.6833
68 H 2.9031 2.8628 -4.6731
69 H 1.6231 0.0727 -4.9034
70 C 0.5320 4.9874 3.3072
71 C -0.0677 3.6658 2.8811
72 O 0.9986 2.7518 2.5938
73 O 1.6370 5.3091 2.4507
74 H 0.8571 4.9161 4.3523
75 H -0.2106 5.7913 3.2847
76 H -0.6299 3.8045 1.9531
77 H -0.7548 3.3414 3.6584
78 H 1.7308 3.3625 2.3583
79 H 2.3806 5.5652 3.0038

Forces on atoms 1 to 2 (eV/Å):
-0.6 0.1 -0.8
1.0 0.2 0.0

Summary:
LUMO level (spin up / spin down), eV: -3.1 / -6.0
<S²>: 0.756
2S+1: 2
Electronic energy, eV: -92694.89594
Energy relative to the best compared isomer or geometry (same formula, charge and spin), kcal per mole: 0.00
Total charge: +1
Orbital gap (spin up / spin down), Eh: 0.3203 / 0.2113